ORCA calculation (ωB97M-V with the def2-TZVPD basis set) on 10 unconnected molecules or ions with the total composition C60H120F20N10O16S8 at a distorted geometry.

Structure (XYZ):
```
234
Properties=species:S:1:pos:R:3
C 2.35348 5.34770 5.52332
C 2.56199 5.85114 4.04244
C 1.62541 5.24291 3.05625
N 2.02370 5.26076 1.55284
C 0.89249 4.42234 0.81172
C 0.79775 4.75413 -0.79169
C 0.77947 6.23780 -1.04873
C 1.91460 6.99975 -0.42087
C 1.93426 6.74694 1.14253
C 3.43782 4.68696 1.33016
H 3.04395 5.84138 6.20714
H 2.62930 4.29401 5.56539
H 1.36723 5.41810 5.98208
H 3.55350 5.61917 3.65360
H 2.28570 6.90503 4.00977
H 0.62884 5.66184 3.19572
H 1.62234 4.18752 3.32872
H -0.10598 4.59406 1.21381
H 1.00211 3.35199 0.98619
H -0.21006 4.41297 -1.02844
H 1.40443 4.14582 -1.46251
H -0.10592 6.68742 -0.59926
H 0.67209 6.27255 -2.13287
H 1.83222 8.08553 -0.46986
H 2.89110 6.71646 -0.81365
H 0.98504 7.10266 1.54321
H 2.70604 7.35301 1.61700
H 4.25604 5.29387 1.71784
H 3.56753 4.73115 0.24880
H 3.49911 3.65469 1.67475
C 12.06949 15.24369 11.70682
C 11.28220 14.02488 11.14748
C 9.81250 14.46467 10.84634
N 8.88512 13.30556 10.31471
C 9.58129 12.37159 9.28130
C 8.71864 11.13711 8.87371
C 8.44504 10.38107 10.19104
C 7.67704 11.16836 11.23950
C 8.49379 12.44039 11.54400
C 7.59305 13.99227 9.75360
H 11.82613 16.10471 11.08431
H 13.15249 15.12918 11.66091
H 11.85102 15.55807 12.72737
H 11.23549 13.17689 11.83073
H 11.87102 13.72180 10.28172
H 9.78852 15.21754 10.05847
H 9.30653 14.87855 11.71858
H 10.50787 12.06021 9.76359
H 9.83424 13.00775 8.43312
H 9.28264 10.63224 8.08942
H 7.77092 11.43066 8.42230
H 9.36456 9.90247 10.52795
H 7.71813 9.62874 9.88493
H 7.66589 10.71664 12.23142
H 6.66431 11.37530 10.89358
H 9.43553 12.15680 12.01390
H 8.00510 13.17184 12.18763
H 7.02322 14.43493 10.57058
H 6.92237 13.23206 9.35314
H 7.88904 14.74428 9.02220
C -5.53519 13.79487 5.91602
C -4.28854 14.51303 5.40423
C -3.74271 13.88771 4.16166
N -2.61369 14.63147 3.39923
C -1.32208 14.54064 4.14911
C -0.07841 14.88555 3.31473
C -0.00713 14.30434 1.93198
C -1.26084 14.60208 1.13992
C -2.57235 14.04310 1.93262
C -2.89972 16.17041 3.34334
H -5.94835 14.43987 6.69151
H -5.31694 12.82156 6.35548
H -6.25801 13.72799 5.10291
H -3.54261 14.61080 6.19299
H -4.65751 15.52690 5.24923
H -4.51897 13.82061 3.39942
H -3.43605 12.84558 4.25117
H -1.31145 13.53605 4.57196
H -1.37915 15.16138 5.04327
H 0.64743 14.38035 3.95194
H 0.19364 15.93875 3.38447
H 0.18472 13.23691 2.04098
H 0.79983 14.80243 1.39456
H -1.21645 14.12015 0.16326
H -1.39530 15.60968 0.74651
H -2.54070 12.96422 2.08460
H -3.55761 14.19273 1.49108
H -2.17981 16.73991 2.75556
H -2.98448 16.46729 4.38870
H -3.90139 16.35298 2.95419
C 0.57892 10.69505 -1.91852
C 0.00326 11.06712 -3.28239
C 1.12829 11.67468 -4.16845
N 0.75083 11.93875 -5.65732
C 1.98299 12.49069 -6.32349
C 1.92482 12.59938 -7.88886
C 1.49541 11.19631 -8.59528
C 0.17394 10.73729 -7.87644
C 0.39362 10.57297 -6.37936
C -0.39226 12.96568 -5.82022
H 1.30432 9.88166 -1.93513
H -0.22487 10.50174 -1.20815
H 1.12687 11.51154 -1.44820
H -0.67232 11.89941 -3.08496
H -0.59602 10.34284 -3.83411
H 1.93681 10.94855 -4.25287
H 1.41997 12.63669 -3.74708
H 2.79484 11.88081 -5.92721
H 2.13825 13.49012 -5.91713
H 2.94289 12.85480 -8.18282
H 1.21924 13.35004 -8.24490
H 2.27215 10.43168 -8.58418
H 1.33513 11.24003 -9.67255
H -0.09952 9.82775 -8.41128
H -0.52312 11.54991 -8.08107
H 1.18687 9.84814 -6.19643
H -0.53695 10.26140 -5.90493
H -0.18597 13.85274 -5.22134
H -1.31304 12.54145 -5.41985
H -0.47182 13.19291 -6.88330
C 2.74412 11.29990 1.18262
C 3.66987 10.32497 1.77457
C 4.43649 10.90765 2.97840
N 5.50771 9.92864 3.53978
C 6.24166 10.53466 4.71828
C 7.08489 9.60086 5.57895
C 6.33062 8.34049 6.01502
C 5.64925 7.66337 4.87448
C 4.79926 8.56198 3.91651
C 6.66053 9.66544 2.53307
H 2.08918 10.89139 0.41303
H 3.24423 12.13767 0.69669
H 2.18025 11.73628 2.00708
H 4.38930 9.90317 1.07270
H 3.19123 9.42329 2.15664
H 3.90842 11.21165 3.88218
H 5.02919 11.74555 2.61131
H 5.42781 10.89668 5.34653
H 6.73519 11.43724 4.35791
H 7.52816 10.13840 6.41720
H 7.97886 9.34326 5.01099
H 5.58714 8.68395 6.73431
H 7.07014 7.75280 6.55891
H 5.06271 6.82563 5.25165
H 6.41225 7.24623 4.21727
H 3.91413 8.93669 4.43054
H 4.62611 7.96344 3.02215
H 6.22412 9.33210 1.59151
H 7.26570 8.85649 2.94229
H 7.21450 10.59424 2.39690
C 9.38420 12.70025 -6.02450
C 8.56330 13.02490 -4.71061
C 7.00658 12.75834 -4.88261
N 6.07275 13.17670 -3.69716
C 6.43729 12.39560 -2.39299
C 5.49075 12.83547 -1.24768
C 5.57263 14.41336 -1.09990
C 5.26040 15.21030 -2.39381
C 6.23718 14.66643 -3.49463
C 4.65587 12.88618 -4.18919
H 9.58064 11.63703 -6.16260
H 10.33329 13.20431 -5.84213
H 8.97477 13.15701 -6.92552
H 8.76120 14.04818 -4.39149
H 8.91612 12.32742 -3.95091
H 6.81340 11.75192 -5.25396
H 6.79018 13.35518 -5.76865
H 7.43360 12.66384 -2.04150
H 6.35302 11.36588 -2.74037
H 5.76641 12.31169 -0.33239
H 4.50270 12.41643 -1.43814
H 6.57755 14.66828 -0.76340
H 4.77883 14.73574 -0.42607
H 5.29910 16.28648 -2.22510
H 4.20951 15.16097 -2.67888
H 7.21196 14.88726 -3.05972
H 6.14789 15.21578 -4.43183
H 4.48046 13.37260 -5.14874
H 3.89818 13.22150 -3.48097
H 4.52037 11.80611 -4.24561
N 10.72564 13.11951 0.29935
S 9.88762 14.15775 -0.30054
O 8.93110 14.82300 0.61934
O 9.43009 14.06533 -1.68423
F 11.10944 15.29706 -0.29840
S 9.68946 11.86523 0.01729
O 9.93359 11.03526 -1.13403
O 8.34459 11.97968 0.57748
F 10.46594 10.91433 1.14292
C 6.04128 14.74956 2.70228
F 6.13988 13.68946 1.90581
F 7.04510 14.72759 3.59363
F 6.10011 15.80425 2.00498
S 4.37125 14.72138 3.56144
O 4.09135 16.10377 3.83407
O 3.43546 14.05132 2.69975
N 4.67502 13.58342 4.85486
S 3.85132 14.06632 5.97919
O 4.54553 15.07755 6.81407
O 2.43692 14.31704 5.66036
C 3.75324 12.44172 7.11562
F 2.80166 12.61722 8.02716
F 3.42505 11.26789 6.46832
F 4.88475 12.33836 7.79471
C -0.62200 9.49867 5.96835
F -1.87186 9.86127 6.04189
F -0.03639 10.39501 6.78818
F -0.30601 8.24168 6.26880
S -0.11745 9.77209 4.11548
O -0.41784 11.18471 3.89833
O 1.29441 9.38099 3.88193
N -1.19207 8.62674 3.41147
S -1.52121 9.15896 2.06987
O -0.69757 10.17028 1.45642
O -1.59190 8.04080 1.11309
C -3.27901 9.95532 2.35018
F -4.21793 9.06118 2.73538
F -3.14635 10.89887 3.28776
F -3.65939 10.50571 1.18511
C 7.87243 8.00172 -0.37369
F 7.54918 9.09171 -1.02670
F 8.80335 7.28567 -1.05485
F 8.41372 8.33470 0.74230
S 6.23922 7.00881 -0.00551
O 5.13227 7.97893 -0.05811
O 6.21534 5.93677 -0.99825
N 6.52140 6.44771 1.60762
S 7.46096 5.25945 1.40351
O 6.73247 4.07924 0.97723
O 8.76970 5.45545 0.74956
C 7.94454 4.79021 3.20254
F 8.77351 3.78070 3.11337
F 8.59060 5.80809 3.81736
F 6.76329 4.46523 3.83211
```

Charge: +2
Gap between HOMO and LUMO, eV: 7.93



ORCA calculation (ωB97M-V with the def2-TZVPD basis set) on a single C2H5N3 molecule.

Structure (XYZ):
```
10
Properties=species:S:1:pos:R:3
C -1.90029 -0.30322 0.02225
C 1.56993 0.32059 -0.01636
H -2.57896 -1.15436 -0.02938
H -2.33018 0.69608 0.06510
H -0.12468 1.49961 0.00275
H 2.16211 1.24663 0.02791
H 1.46858 -1.54127 -0.02392
N -0.64259 -0.51022 -0.03940
N 0.19844 0.54409 -0.02586
N 2.17765 -0.79793 0.01690
```

Relative energy (zero: lowest compared OMol25 entry of this formula, charge and spin), kJ/mol: 117.6
SMILES string: [H]/N=C\NN=C
Gap between HOMO and LUMO, eV: 9.93



ORCA calculation (ωB97M-V with the def2-TZVPD basis set) on 3 unconnected molecules or ions with the total composition C17H35N3O9PS2 at a distorted geometry.

Structure (XYZ):
```
67
Properties=species:S:1:pos:R:3
C -1.99454 1.12004 3.80068
C -2.19574 2.61441 4.08106
C -2.05485 3.50198 2.85385
C -3.27319 3.51184 1.92071
C -3.34486 2.28566 0.95354
C -4.65743 1.53410 1.13843
C -4.73459 0.11422 0.52919
C -3.41749 -0.65521 0.49046
C -2.71098 -0.42668 -0.87817
C -1.20647 -0.67278 -0.72527
C -0.32305 0.12003 -1.62222
C -0.54192 1.15937 -2.44091
O -1.67340 1.83016 -2.72714
N 0.65137 1.51844 -3.01354
C 1.61562 0.73096 -2.56383
N 1.05202 -0.10462 -1.72856
P 1.95876 -1.32412 -0.83327
N 3.45892 -1.04634 -1.05827
H -1.09532 0.94700 3.21954
H -2.85806 0.77546 3.24101
H -1.98557 0.54340 4.71862
H -3.18160 2.71006 4.52795
H -1.45557 2.90957 4.82072
H -1.14420 3.27998 2.30075
H -1.96127 4.51660 3.23728
H -4.14689 3.51473 2.56296
H -3.29492 4.43057 1.34754
H -3.23927 2.69335 -0.05328
H -2.46740 1.68527 1.17316
H -5.41657 2.12628 0.63418
H -4.96011 1.48678 2.17837
H -5.17721 0.11790 -0.46246
H -5.42357 -0.45934 1.14261
H -3.60932 -1.71867 0.57719
H -2.72173 -0.35854 1.26512
H -2.95782 0.57646 -1.17942
H -3.11317 -1.17317 -1.54997
H -0.86844 -0.53326 0.29964
H -1.02840 -1.72388 -0.95720
H -1.84609 2.45201 -2.00669
H 0.77083 2.27992 -3.66498
H 2.64810 0.79595 -2.84047
H 1.51523 -1.19107 0.49401
H 1.55556 -2.59316 -1.27879
H 3.89752 -0.85149 -0.15943
C 5.20939 -2.20476 4.04008
C 5.04337 -0.97420 4.90539
O 4.42273 -0.01269 4.02995
S 3.46160 -0.76289 3.01280
O 2.12478 -0.70045 3.47504
O 3.78752 -0.33877 1.69278
O 4.01210 -2.23921 3.23923
H 6.06706 -2.11452 3.37189
H 5.29538 -3.11824 4.62074
H 5.98854 -0.58849 5.27439
H 4.37053 -1.15740 5.74464
C 2.66454 -2.66744 -4.80263
C 2.06470 -1.59375 -5.68747
O 2.52998 -1.91058 -6.99555
S 2.66834 -3.50893 -7.15185
O 1.50316 -4.01149 -7.77229
O 3.96441 -3.79513 -7.62945
O 2.59084 -3.85940 -5.58202
H 3.71389 -2.46147 -4.58073
H 2.11646 -2.79771 -3.87152
H 2.38643 -0.59247 -5.40904
H 0.97133 -1.64020 -5.68910
```

Charge: +1
Relative energy (zero: lowest compared OMol25 entry of this formula, charge and spin), kJ/mol: 0.0
Gap between HOMO and LUMO, eV: 9.90



ORCA calculation (ωB97M-V with the def2-TZVPD basis set) on a molecular structure, BrPb at a distorted geometry.

Structure (XYZ):
```
2
Properties=species:S:1:pos:R:3
Pb 0.50307 0.89921 -1.04483
Br -0.50307 -0.89922 1.04482
```

Charge: +1
Relative energy (zero: lowest compared OMol25 entry of this formula, charge and spin), kJ/mol: 89.2
Gap between HOMO and LUMO, eV: 7.23



ORCA calculation (ωB97M-V with the def2-TZVPD basis set) on a gas-phase ion, C3H4NO (charge +1) at a distorted geometry.

Structure (XYZ):
```
9
Properties=species:S:1:pos:R:3
C 0.92394 -0.83165 0.03772
C -1.81865 -0.78323 0.03373
C 0.11242 0.58195 0.04336
N -1.17881 0.20145 -0.02062
O 0.30534 -1.82465 -0.03898
H 2.07254 -0.85958 -0.10056
H -2.59451 -1.38491 -0.05309
H 0.33053 1.47884 0.73089
H 0.47591 0.95040 -0.99181
```

Charge: +1
Relative energy (zero: lowest compared OMol25 entry of this formula, charge and spin), kJ/mol: 158.8
SMILES string: C#[N+]CC=O
Gap between HOMO and LUMO, eV: 10.74



ORCA calculation (ωB97M-V with the def2-TZVPD basis set) on a molecular structure, C5H8O.

Structure (XYZ):
```
14
Properties=species:S:1:pos:R:3
C -0.56018 1.39267 0.49895
C -0.92292 -0.04168 0.21279
C -0.16179 -0.96155 -0.76503
C 1.29874 -1.10496 -0.50725
O 1.20674 -0.89634 0.84233
C -0.19557 -1.18271 0.75254
H 0.50279 1.57012 0.37123
H -0.81645 1.65529 1.52643
H -1.10133 2.06860 -0.16103
H -1.99005 -0.24883 0.13099
H -0.66114 -1.47568 -1.57836
H 1.80946 0.98303 -1.31428
H 2.13335 0.30104 -1.29478
H -0.54165 -2.05899 1.28548
```

Relative energy (zero: lowest compared OMol25 entry of this formula, charge and spin), kJ/mol: 570.2
Gap between HOMO and LUMO, eV: 9.20



no.,LUMO (Ha)
1,-0.1454
2,0.0325
3,-0.1088
4,-0.2749
5,-0.2033
6,0.0289